(1)
A 9-piece molecular cluster, BF4H16O8 overall. Source: the Open Molecules 2025 dataset; level of theory: ωB97M-V/def2-TZVPD.

Output
F_max, hartree/bohr: 0.0174
Orbital gap, eV: 10.53
Total charge: -1
HOMO level, eV: -7.744

Atoms and positions in Å:
B  5.864083  -15.310705  29.312209
F  6.396905  -14.723568  28.131021
F  6.852008  -15.907510  30.098545
F  5.242780  -14.260032  30.056475
F  4.892265  -16.232268  28.966807
O  4.574467  -11.352550  31.140750
H  4.905128  -11.467409  30.239069
H  5.125808  -11.934712  31.673355
O  2.295270  -13.408736  31.034034
H  3.056092  -13.902703  31.360988
H  2.263349  -12.621800  31.587466
O  2.613754  -17.402158  27.489276
H  2.219369  -17.073580  28.302723
H  3.555132  -17.450051  27.686830
O  7.020064  -18.663407  29.374843
H  6.334817  -18.853464  28.727107
H  6.926483  -17.710802  29.552493
O  3.211392  -14.309324  27.677314
H  3.886872  -14.462813  28.353714
H  2.849963  -13.441673  27.887377
O  7.790035  -15.193920  25.810500
H  8.438791  -15.852942  26.074079
H  7.475980  -14.811680  26.651729
O  5.918720  -11.793105  28.030069
H  5.916167  -12.672407  28.433341
H  6.226699  -11.948873  27.132346
O  7.371515  -17.092194  32.566644
H  7.735138  -16.587766  33.300795
H  7.093617  -16.424482  31.920243

Cartesian forces, eV/Å:
B -0.4 0.8 0.0
F 0.1 -0.1 0.6
F 0.3 0.1 -0.1
F 0.3 -0.1 -0.1
F 0.0 -0.4 0.0
O 0.1 0.2 0.1
H -0.1 0.0 0.1
H 0.0 0.0 -0.2
O -0.3 -0.2 0.2
H 0.1 0.1 -0.3
H 0.2 0.1 -0.2
O -0.1 -0.5 0.0
H 0.1 0.2 -0.1
H 0.0 0.3 0.0
O 0.0 0.2 -0.1
H 0.0 0.1 0.0
H 0.1 -0.4 0.0
O 0.0 0.2 0.0
H -0.4 0.0 -0.2
H 0.1 -0.1 0.1
O 0.1 0.3 0.2
H -0.1 0.0 0.0
H 0.0 -0.4 -0.4
O 0.0 0.1 0.2
H 0.0 -0.1 -0.2
H -0.1 -0.1 0.0
O 0.0 0.2 0.2
H 0.0 0.0 -0.1
H 0.1 -0.3 0.0

(2)
A 2-piece molecular cluster, C4H12N2S overall at a distorted geometry. Source: the Open Molecules 2025 dataset; level of theory: ωB97M-V/def2-TZVPD.

Output
F_max, hartree/bohr: 0.1359
Orbital gap, eV: 5.67
HOMO level, eV: -7.876

Atoms and positions in Å:
C  -1.780209  0.420809  -1.223929
C  -0.443078  0.040793  -0.585871
C  -0.312495  -1.470155  -0.313408
S  1.385243  -2.033095  -0.585712
N  -0.231207  0.873153  0.625455
C  1.180424  0.856616  1.122180
N  1.525838  -0.200195  2.050818
H  -1.833065  1.401068  -1.538188
H  -1.923739  -0.178775  -2.122698
H  -2.627145  0.167604  -0.498430
H  0.366357  0.259360  -1.292594
H  -0.645900  -1.655927  0.711261
H  -0.951630  -2.068785  -0.992017
H  1.052364  0.494175  -1.914056
H  -0.442948  1.868393  0.407726
H  1.909093  0.791966  0.262461
H  1.313075  1.812678  1.614724
H  0.812671  -0.379901  2.776441
H  1.646350  -0.999782  1.495836

Cartesian forces, eV/Å:
C -0.6 -2.8 1.1
C -4.8 1.2 4.9
C 1.1 -0.6 -1.5
S -0.1 0.2 -0.3
N 0.9 -0.2 -2.3
C 0.3 -0.1 0.2
N -0.8 1.4 0.8
H -0.1 2.4 -0.3
H -0.1 -0.2 0.0
H 1.2 0.5 -1.0
H 2.5 0.6 -2.3
H 0.2 0.3 0.0
H 0.1 0.7 0.3
H 0.1 -1.3 0.7
H -0.2 -1.1 0.2
H -0.7 0.1 0.8
H 0.1 0.3 0.1
H 0.5 0.4 -0.7
H 0.4 -1.7 -0.6

(3)
C49H38AsNO2PPtS as an isolated structure. Source: the Open Molecules 2025 dataset; level of theory: ωB97M-V/def2-TZVPD.

Output
F_max, hartree/bohr: 0.0171
Orbital gap, eV: 6.25
Total charge: -1
HOMO level, eV: -3.857

Atoms and positions in Å:
Pt  0.002015  0.555270  -0.904764
O  -2.342499  0.318389  2.419801
C  -1.707198  0.164957  1.392105
O  -0.692859  0.888588  1.030478
C  -2.129124  -0.931399  0.421797
C  -3.280720  -0.713336  -0.335664
C  -3.724258  -1.662769  -1.237034
C  -3.031088  -2.859044  -1.379244
C  -1.912840  -3.099559  -0.600630
C  -1.441600  -2.143462  0.300786
P  -0.006230  -2.465403  1.401706
C  1.417648  -2.566539  0.256715
C  2.680024  -2.531143  0.848580
C  3.828418  -2.558734  0.072704
C  3.726713  -2.592713  -1.311751
C  2.476237  -2.608257  -1.911303
C  1.327999  -2.606311  -1.131386
C  -0.317056  -4.242582  1.760297
C  0.472243  -5.290393  1.298136
C  0.177445  -6.604164  1.646534
C  -0.911421  -6.886213  2.455841
C  -1.704535  -5.845088  2.925182
C  -1.403659  -4.536694  2.587474
H  -3.819855  0.218101  -0.209993
H  -4.612089  -1.473511  -1.828511
H  -3.369235  -3.606731  -2.085734
H  -1.395585  -4.048383  -0.686873
H  2.760982  -2.454021  1.928046
H  4.800761  -2.519724  0.548312
H  4.620467  -2.576191  -1.923408
H  2.386389  -2.592263  -2.990098
H  0.359854  -2.597976  -1.616143
H  1.319530  -5.083088  0.656041
H  0.801055  -7.408532  1.275556
H  -1.142297  -7.909987  2.722889
H  -2.556264  -6.054354  3.560628
H  -2.021536  -3.726886  2.961027
S  0.481180  -0.215307  -2.977564
C  -0.244737  0.858200  -4.163328
C  0.175923  0.692605  -5.491939
C  -0.379564  1.430414  -6.517209
C  -1.373132  2.368456  -6.248090
C  -1.789275  2.550817  -4.941425
C  -1.231382  1.817330  -3.892242
As  -1.809692  2.064341  -2.052515
C  -0.870614  3.706423  -1.567872
C  -0.473200  3.865751  -0.242399
C  0.252346  4.988600  0.136199
C  0.583213  5.953697  -0.803382
C  0.182871  5.800995  -2.124573
C  -0.542957  4.681521  -2.505502
C  -3.603831  2.782585  -2.390829
C  -3.994787  4.067032  -2.034479
C  -5.300394  4.489155  -2.258979
C  -6.223662  3.631035  -2.836474
C  -5.841838  2.340629  -3.183835
C  -4.541880  1.918861  -2.954403
H  0.954986  -0.031543  -5.697323
H  -0.034706  1.278922  -7.533173
H  -1.812732  2.952905  -7.046469
H  -2.566331  3.276486  -4.729758
H  -0.694300  3.099513  0.491741
H  0.580675  5.086834  1.163021
H  1.164450  6.819575  -0.510427
H  0.449406  6.546465  -2.864034
H  -0.828098  4.556446  -3.543289
H  -3.279725  4.744577  -1.583728
H  -5.593711  5.493862  -1.980305
H  -7.239565  3.962721  -3.010875
H  -6.558951  1.662929  -3.630442
H  -4.246096  0.910736  -3.227532
C  4.706970  2.045129  -3.372860
C  5.045303  1.192467  -2.328492
C  4.114798  0.867760  -1.355085
C  2.818890  1.389991  -1.395349
C  2.498397  2.263581  -2.434711
C  3.425512  2.578256  -3.415908
N  1.900514  1.037780  -0.383538
C  2.273944  1.397776  0.912594
C  3.042180  2.554671  1.135778
C  3.454137  2.909449  2.410262
C  3.096787  2.142740  3.511051
C  2.319866  1.008500  3.305201
C  1.921439  0.636901  2.033774
H  5.432050  2.290499  -4.139129
H  6.040928  0.765496  -2.278092
H  4.371363  0.192336  -0.548454
H  1.505692  2.694542  -2.465341
H  3.140704  3.250967  -4.217004
H  3.313717  3.175074  0.291063
H  4.050863  3.805438  2.542830
H  3.410629  2.425681  4.508128
H  2.017466  0.397118  4.147683
H  1.315915  -0.246430  1.898822

Cartesian forces, eV/Å:
Pt -0.6 0.6 -0.1
O 0.0 0.0 0.0
C 0.1 0.0 0.0
O -0.1 0.0 0.0
C -0.1 0.0 0.0
C 0.0 0.0 0.0
C 0.0 0.0 0.0
C 0.0 0.0 0.0
C 0.0 0.0 0.0
C 0.0 0.0 0.0
P 0.0 -0.1 0.0
C 0.0 0.0 0.0
C 0.0 0.0 0.0
C 0.0 0.0 0.0
C 0.0 0.0 0.0
C 0.1 -0.1 0.0
C 0.0 -0.1 0.1
C 0.0 0.0 0.0
C 0.0 0.0 0.0
C 0.0 0.0 0.0
C 0.0 0.0 0.0
C 0.0 0.0 0.0
C 0.0 0.0 0.0
H 0.0 0.0 0.0
H 0.0 0.0 0.0
H 0.0 0.0 0.0
H 0.0 0.0 0.0
H 0.0 0.0 0.0
H 0.0 0.0 0.0
H 0.0 0.0 0.0
H 0.0 0.0 0.0
H 0.1 0.0 0.0
H 0.0 0.0 0.0
H 0.0 0.0 0.0
H 0.0 0.0 0.0
H 0.0 0.0 0.0
H 0.0 0.0 0.0
S 0.0 0.2 -0.2
C 0.0 0.0 0.1
C 0.0 0.0 0.0
C 0.0 0.0 0.0
C 0.0 0.0 0.0
C 0.0 0.0 0.0
C 0.0 0.0 0.0
As 0.6 -0.2 -0.1
C -0.1 0.0 0.0
C 0.0 0.0 0.0
C 0.0 0.0 0.0
C 0.0 0.0 0.0
C 0.0 0.0 0.0
C 0.0 0.0 0.0
C -0.1 -0.2 0.1
C 0.0 0.0 0.0
C 0.0 0.0 0.0
C 0.0 0.0 0.0
C 0.0 0.0 0.0
C 0.0 0.0 0.0
H 0.0 0.0 0.0
H 0.0 0.0 0.0
H 0.0 0.0 0.0
H 0.0 0.0 0.0
H 0.0 0.0 0.0
H 0.0 0.0 0.0
H 0.0 0.0 0.0
H 0.0 0.0 0.0
H 0.0 0.0 0.0
H 0.0 0.0 0.0
H 0.0 0.0 0.0
H 0.0 0.0 0.0
H 0.0 0.0 0.0
H 0.0 0.0 0.0
C 0.0 0.0 0.0
C 0.0 0.0 0.0
C 0.0 0.0 0.0
C 0.0 0.1 0.0
C 0.0 0.0 0.0
C 0.0 0.0 0.0
N 0.3 -0.3 0.0
C 0.0 0.0 0.0
C 0.0 0.0 0.0
C 0.0 0.0 0.0
C 0.0 0.0 0.0
C 0.0 0.0 0.0
C 0.0 0.0 0.0
H 0.0 0.0 0.0
H 0.0 0.0 0.0
H 0.0 0.0 0.0
H 0.0 0.0 0.0
H 0.0 0.0 0.0
H 0.0 0.0 0.0
H 0.0 0.0 0.0
H 0.0 0.0 0.0
H 0.0 0.0 0.0
H 0.0 0.1 0.0

(4)
The molecule C19H24ClN3O4S at a distorted geometry. Source: the Open Molecules 2025 dataset; level of theory: ωB97M-V/def2-TZVPD.

Output
F_max, hartree/bohr: 0.0219
Structure (SMILES): COC(=O)c1cc(S(=O)(=O)NCC2CCN(Cc3cccc(Cl)c3)CC2)c[nH]1
Orbital gap, eV: 9.42
HOMO level, eV: -8.818

Atoms and positions in Å:
C  -5.635787  -1.353980  2.474824
O  -4.572445  -0.836438  1.687385
C  -4.922392  -0.344830  0.491105
O  -6.059263  -0.324831  0.074373
C  -3.780557  0.161320  -0.261170
C  -2.431830  0.241143  0.032918
C  -1.808567  0.813984  -1.082523
S  -0.079336  1.155418  -1.301515
O  0.020660  2.077757  -2.401961
O  0.618667  -0.097556  -1.397478
N  0.296909  1.895403  0.135328
C  0.761393  3.262441  0.074958
C  2.296762  3.434031  0.037707
C  2.935653  3.513590  1.426877
C  2.802883  2.206743  2.216795
N  2.613028  1.064823  1.334539
C  2.767550  -0.203296  2.037162
C  2.061725  -1.304682  1.291974
C  0.679027  -1.410126  1.366079
C  0.008894  -2.385416  0.652605
C  0.708221  -3.270919  -0.147238
C  2.086015  -3.167277  -0.213205
Cl  2.977087  -4.267569  -1.201040
C  2.768177  -2.196668  0.499778
C  3.440257  1.157984  0.142484
C  2.985152  2.317146  -0.759328
C  -2.786339  1.069219  -2.020432
N  -3.967756  0.673355  -1.515790
H  -6.138444  -2.167341  1.947421
H  -5.183514  -1.716202  3.394118
H  -6.366687  -0.571324  2.688368
H  -1.958545  -0.066323  0.940280
H  0.959402  1.316281  0.669135
H  0.335389  3.684245  -0.837625
H  0.351796  3.805235  0.934085
H  2.485212  4.390036  -0.461726
H  3.993306  3.748192  1.288114
H  2.492766  4.329848  1.999559
H  1.933216  2.252763  2.880428
H  3.699364  2.076781  2.847987
H  3.831985  -0.455115  2.179460
H  2.311200  -0.090574  3.025227
H  0.131893  -0.717669  1.988877
H  -1.066579  -2.459240  0.710608
H  0.193926  -4.029060  -0.716274
H  3.844690  -2.139943  0.433480
H  3.339437  0.221680  -0.408270
H  4.501318  1.283957  0.421557
H  2.300516  1.945967  -1.521180
H  3.859231  2.720236  -1.273276
H  -2.677780  1.506352  -2.992029
H  -4.873913  0.722131  -1.957299

Cartesian forces, eV/Å:
C -0.4 -0.1 0.1
O 0.4 0.1 -0.2
C -0.2 0.0 0.0
O 0.1 0.0 0.0
C 0.5 -0.1 0.3
C -0.5 -0.1 0.1
C 0.5 0.2 -0.4
S -0.9 -0.2 0.3
O -0.1 0.1 0.2
O 0.0 0.2 0.2
N -0.4 -0.7 -0.8
C 0.0 0.6 -0.1
C 0.0 0.0 0.1
C 0.0 0.0 -0.1
C 0.0 0.2 0.2
N 0.1 -0.1 0.2
C 0.0 0.0 0.0
C 0.1 -0.1 0.1
C 0.1 -0.1 0.1
C 0.0 0.0 0.1
C 0.1 0.0 0.0
C -0.2 0.1 0.1
Cl 0.2 -0.2 -0.2
C -0.1 0.0 0.0
C 0.1 0.0 -0.2
C 0.0 0.0 0.0
C 0.4 0.1 -0.2
N -0.3 -0.1 0.0
H 0.0 0.1 0.1
H 0.0 0.0 -0.1
H 0.1 -0.1 0.0
H 0.0 -0.1 0.3
H 0.1 -0.2 0.0
H 0.1 0.2 0.2
H 0.0 0.0 -0.1
H 0.0 -0.1 0.0
H 0.0 0.0 0.0
H 0.1 0.0 0.0
H 0.1 0.0 0.1
H -0.1 0.0 0.0
H -0.1 0.1 0.0
H 0.1 0.0 0.0
H -0.1 0.1 0.1
H -0.1 0.0 0.0
H 0.0 -0.1 -0.1
H 0.1 0.0 0.0
H 0.1 0.0 0.0
H -0.1 -0.1 0.0
H 0.3 0.1 -0.1
H 0.0 0.0 0.0
H -0.1 0.1 -0.2
H 0.1 0.0 0.0

In order of appearance, energy above the lowest of the compared OMol25 structures with the same formula, charge and spin = 9.6; 118.1; 30.5; 9.8 kcal per mole.